one | 35
Properties=species:S:1:pos:R:3 method="wB97M-V/def2-TZVPD" total_charge=-1 s_squared=0.76 spin_multiplicity=2
Ti -0.055 0.275 0.054
S -1.486 -0.501 -1.707
S -2.142 1.484 -1.512
S -0.688 2.695 -2.266
S 1.201 2.071 -0.262
C -4.240 0.675 1.317
N -3.548 1.440 2.351
C -4.377 2.464 2.957
P -1.914 1.378 2.524
O -1.421 0.454 1.445
N -1.401 0.753 3.955
C -1.031 -0.661 4.018
C -1.950 1.275 5.193
N -1.446 2.933 2.559
C -0.103 3.315 3.020
C -1.872 3.780 1.430
H -5.104 0.167 1.755
H -3.579 -0.060 0.867
H -4.589 1.342 0.522
H -5.225 2.011 3.478
H -4.775 3.141 2.192
H -3.812 3.062 3.668
H -0.494 -0.967 3.121
H -1.913 -1.299 4.154
H -0.371 -0.804 4.876
H -2.079 2.355 5.141
H -1.261 1.063 6.013
H -2.919 0.819 5.438
H 0.165 2.753 3.910
H -0.129 4.379 3.267
H 0.639 3.143 2.237
H -2.849 3.469 1.066
H -1.162 3.706 0.601
H -1.938 4.813 1.780
S 1.214 -1.240 0.879

---

two | 35
Properties=species:S:1:pos:R:3 method="wB97M-V/def2-TZVPD" total_charge=-1 s_squared=0.76 spin_multiplicity=2
Ti -1.602 1.220 -2.602
S -3.520 2.268 -1.700
S -3.125 2.597 -3.706
S 0.339 3.138 -2.402
S 0.386 1.855 -3.913
C 0.203 2.276 1.601
N 0.669 0.927 1.319
C 1.809 0.513 2.109
P -0.067 -0.015 0.172
O -0.916 0.894 -0.646
N -1.023 -1.196 0.804
C -2.473 -1.120 0.668
C -0.543 -2.002 1.905
N 1.200 -0.840 -0.480
C 0.971 -2.079 -1.238
C 2.253 -0.031 -1.108
H -0.143 2.359 2.637
H -0.609 2.540 0.929
H 1.019 2.991 1.452
H 1.559 0.449 3.174
H 2.624 1.239 1.999
H 2.175 -0.454 1.774
H -2.745 -0.616 -0.256
H -2.935 -0.597 1.514
H -2.874 -2.136 0.629
H 0.531 -2.167 1.820
H -1.034 -2.978 1.882
H -0.749 -1.543 2.882
H 0.252 -2.709 -0.719
H 1.924 -2.608 -1.306
H 0.582 -1.870 -2.236
H 2.357 0.927 -0.600
H 2.024 0.165 -2.158
H 3.201 -0.571 -1.044
S -1.720 -0.828 -3.157

---

Question: which arrangement is favored energetically? Ranking from most to least stable: two, one.

---

one | 12
Properties=species:S:1:pos:R:3 method="wB97M-V/def2-TZVPD" total_charge=0
C 1.045 -1.235 0.970
C 0.303 -0.206 1.573
C -0.231 0.578 0.662
C 0.063 0.296 -0.785
N 0.721 -0.872 -1.222
N 1.224 -1.674 -0.288
C -0.880 1.222 -1.444
S -1.883 1.533 0.167
H 1.419 -1.984 1.691
H -0.119 -0.383 2.703
H -0.242 2.009 -1.827
H -1.420 0.717 -2.199

---

two | 12
Properties=species:S:1:pos:R:3 method="wB97M-V/def2-TZVPD" total_charge=0
C -0.910 1.017 1.274
C 1.047 -0.594 1.478
C -0.235 -0.745 -0.782
C 0.167 0.373 -1.464
C -0.289 -0.248 1.194
N -1.307 2.077 1.192
N 2.173 -0.817 1.503
S -0.622 -2.286 -1.016
H 0.177 0.399 -2.587
H -0.524 1.173 -1.148
H 1.243 0.604 -1.240
H -0.920 -0.954 1.597

---

three | 12
Properties=species:S:1:pos:R:3 method="wB97M-V/def2-TZVPD" total_charge=0
C -0.800 1.570 0.047
C 0.791 -1.633 0.002
C -1.958 0.797 0.010
C 0.444 0.886 -0.148
C -0.343 -0.990 -0.170
N 1.675 0.574 -0.065
N 1.891 -0.720 0.117
S -1.984 -0.922 -0.066
H -0.688 2.675 0.212
H 1.098 -2.711 0.156
H -2.916 1.382 0.182
H 2.790 -0.909 -0.277

---

Question: which arrangement is favored energetically? Ranking from most to least stable: two, one, three.

---

one | 8
Properties=species:S:1:pos:R:3 method="wB97M-V/def2-TZVPD" total_charge=0
C 0.899 0.064 -0.426
O -1.241 1.375 0.354
O -1.512 -0.855 -0.476
S -0.699 0.059 0.259
H 0.480 0.461 -1.344
H 1.370 0.769 0.245
H 1.268 -0.942 -0.438
H -0.563 -0.931 1.827

---

two | 8
Properties=species:S:1:pos:R:3 method="wB97M-V/def2-TZVPD" total_charge=0
O 0.885 -1.340 -0.456
C 1.214 -0.144 -0.372
O 2.095 0.197 0.622
H 0.929 0.769 -1.077
H 1.662 -0.090 1.541
S -2.747 -0.006 0.068
H -2.540 0.855 -0.945
H -1.499 -0.241 0.618

---

three | 8
Properties=species:S:1:pos:R:3 method="wB97M-V/def2-TZVPD" total_charge=0
O 1.880 -1.290 -0.687
C 0.968 -2.031 -0.472
O -0.320 -1.639 -0.675
H 0.971 -3.076 -0.150
H -0.224 -0.764 -1.079
S -1.060 2.275 0.799
H -0.230 1.708 1.671
H -1.638 1.148 0.434

---

Question: which arrangement is favored energetically? Ranking from most to least stable: three, two, one.

---

one | 8
Properties=species:S:1:pos:R:3 method="wB97M-V/def2-TZVPD" total_charge=0
O -0.012 -1.645 2.190
C 0.017 -2.383 1.209
O 0.849 -2.195 0.256
H -0.562 -3.289 0.861
H 0.681 -2.746 -0.518
S 0.246 3.961 -1.363
H -0.900 3.186 -1.366
H -0.319 5.110 -1.269

---

two | 8
Properties=species:S:1:pos:R:3 method="wB97M-V/def2-TZVPD" total_charge=0
O -1.447 0.515 -0.049
C -1.338 0.449 -1.275
O -0.129 0.388 -1.895
H -2.275 0.555 -1.864
H 0.517 -0.126 -1.327
S 1.284 -0.515 1.379
H 0.137 -1.040 1.804
H 1.721 -1.062 2.516

---

Question: which arrangement is favored energetically? Ranking from most to least stable: two, one.

---

one | 15
Properties=species:S:1:pos:R:3 method="wB97M-V/def2-TZVPD" total_charge=0
C -1.742 0.326 0.669
C -1.137 -0.828 0.936
C -0.482 -1.710 -0.086
H -1.800 0.713 -0.347
H -2.209 0.923 1.449
H -1.111 -1.184 1.967
H -1.018 -2.662 -0.181
H 0.549 -1.949 0.202
H -0.451 -1.227 -1.067
C 1.247 1.584 -1.055
C 1.865 0.901 -0.098
H 1.744 1.857 -1.983
H 0.213 1.900 -0.942
H 1.352 0.634 0.822
H 2.900 0.582 -0.199

---

two | 15
Properties=species:S:1:pos:R:3 method="wB97M-V/def2-TZVPD" total_charge=0
C -2.580 -0.424 -0.127
C -1.418 0.091 0.508
C -0.231 0.701 -0.286
C 1.249 0.534 0.227
C 1.780 -0.844 -0.045
H -3.477 -0.738 0.354
H -2.416 -0.606 -1.204
H -1.241 0.137 1.605
H -0.333 1.856 -0.302
H -0.222 0.712 -1.434
H 1.197 0.733 1.296
H 1.882 1.293 -0.294
H 2.911 -0.923 0.136
H 1.247 -1.518 0.639
H 1.653 -1.003 -1.071

---

three | 15
Properties=species:S:1:pos:R:3 method="wB97M-V/def2-TZVPD" total_charge=0
C -1.866 -0.940 -1.062
C -1.161 -0.095 -0.212
C -0.262 -0.421 0.849
C 1.055 0.513 1.016
C 1.401 0.850 -0.496
H -2.065 -2.019 -0.678
H -2.279 -0.553 -2.008
H -1.444 0.980 -0.261
H -0.840 -0.723 1.604
H 0.170 -1.388 0.601
H 1.934 -0.056 1.306
H 0.825 1.265 1.882
H 2.379 1.377 -0.574
H 1.372 -0.211 -0.921
H 0.783 1.422 -1.045

---

four | 15
Properties=species:S:1:pos:R:3 method="wB97M-V/def2-TZVPD" total_charge=0
C 2.523 0.232 0.088
C 1.162 -0.411 0.173
C 0.091 0.134 -0.400
C -1.316 -0.525 -0.227
C -2.356 0.350 0.217
H 2.927 0.441 1.004
H 3.371 -0.295 -0.327
H 2.441 1.223 -0.524
H 1.245 -1.210 0.712
H 0.017 1.221 -0.777
H -1.572 -0.845 -1.148
H -1.283 -1.267 0.344
H -3.143 -0.196 0.286
H -2.228 0.735 1.442
H -2.402 1.518 -0.112

---

Question: which arrangement is favored energetically? Ranking from most to least stable: one, two, three, four.

---

one | 15
Properties=species:S:1:pos:R:3 method="wB97M-V/def2-TZVPD" total_charge=0
C 1.545 -0.663 0.798
C 1.573 0.014 -0.346
C 0.741 -0.311 -1.553
H 0.886 -1.520 0.930
H 2.176 -0.394 1.641
H 2.250 0.865 -0.440
H 1.367 -0.710 -2.361
H 0.243 0.585 -1.943
H -0.032 -1.047 -1.315
C -1.872 0.004 1.162
C -1.720 1.058 0.369
H -2.771 -0.606 1.145
H -1.091 -0.291 1.859
H -0.809 1.652 0.391
H -2.488 1.364 -0.337

---

two | 15
Properties=species:S:1:pos:R:3 method="wB97M-V/def2-TZVPD" total_charge=0
C 1.417 -0.646 -0.265
C 0.021 -0.042 -0.099
C -1.119 -0.975 -0.464
C -0.073 0.812 1.136
C -0.341 1.424 -0.209
H 2.198 0.113 -0.376
H 1.604 -1.175 0.676
H 1.547 -1.387 -1.066
H -0.831 -2.025 -0.352
H -2.004 -0.789 0.155
H -1.402 -0.814 -1.511
H -0.857 0.662 1.875
H 0.903 1.045 1.560
H -1.388 1.612 -0.451
H 0.325 2.186 -0.607

---

three | 15
Properties=species:S:1:pos:R:3 method="wB97M-V/def2-TZVPD" total_charge=0
C -1.255 0.384 -1.044
C -0.915 -1.551 0.602
C 1.504 1.192 0.276
C -0.433 -0.473 -0.134
C 0.930 -0.208 0.283
H 1.631 -0.950 -0.099
H -1.997 0.962 -0.480
H -0.655 1.092 -1.619
H -0.892 -1.632 1.684
H -1.739 -2.154 0.214
H 0.645 -1.080 1.262
H -1.804 -0.252 -1.746
H 0.849 1.907 0.780
H 2.478 1.216 0.771
H 1.653 1.547 -0.751

---

Question: which arrangement is favored energetically? Ranking from most to least stable: two, one, three.

---

one | 15
Properties=species:S:1:pos:R:3 method="wB97M-V/def2-TZVPD" total_charge=0
C 1.029 0.865 -2.110
C 0.226 0.526 -0.815
C 0.471 -0.683 -0.165
C -0.308 -1.078 1.128
C -1.219 0.044 1.664
H 0.526 1.101 -2.809
H 1.849 0.018 -2.558
H 1.799 1.659 -1.878
H -0.414 1.197 -0.346
H 1.214 -1.292 -0.339
H 0.170 -1.376 1.837
H -0.988 -2.131 1.048
H -2.160 0.476 0.976
H -0.509 0.995 1.797
H -1.685 -0.321 2.571

---

two | 15
Properties=species:S:1:pos:R:3 method="wB97M-V/def2-TZVPD" total_charge=0
C 1.397 -0.726 -0.250
C -0.249 0.006 -0.012
C -1.300 -0.954 -0.497
C -0.238 0.849 1.201
C -0.209 1.476 -0.176
H 2.122 0.077 -0.110
H 1.623 -1.526 0.488
H 1.633 -1.185 -1.247
H -0.228 -1.316 -0.652
H -1.862 -1.570 0.219
H -1.830 -0.767 -1.442
H -1.138 0.948 1.801
H 0.690 0.792 1.755
H -1.094 2.007 -0.521
H 0.733 1.854 -0.550

---

three | 15
Properties=species:S:1:pos:R:3 method="wB97M-V/def2-TZVPD" total_charge=0
C 1.935 -0.555 0.069
C 0.565 -0.018 -0.352
C 0.105 1.353 -0.020
C -0.645 0.088 0.542
C -1.934 -0.489 -0.078
H 2.237 -0.175 1.077
H 2.732 -0.194 -0.640
H 2.035 -1.644 0.102
H 0.225 -0.231 -1.380
H 0.675 1.951 0.672
H -0.413 1.904 -0.886
H -0.613 -0.028 1.660
H -2.024 -1.557 0.007
H -2.030 -0.246 -1.155
H -2.850 -0.158 0.383

---

four | 15
Properties=species:S:1:pos:R:3 method="wB97M-V/def2-TZVPD" total_charge=0
C 0.600 1.572 0.711
C -0.033 0.132 1.214
C -0.085 -0.491 -0.233
C -1.383 -0.476 -0.817
C 1.036 -1.007 -0.868
H 0.480 2.245 1.641
H -0.131 2.134 -0.131
H 1.590 1.382 0.105
H 0.640 -0.564 2.003
H -1.334 0.287 1.620
H -1.190 -0.882 -1.900
H -2.094 -1.156 -0.244
H -1.866 0.673 -0.672
H 2.041 -1.102 -0.475
H 1.048 -1.395 -1.988

---

Question: which arrangement is favored energetically? Ranking from most to least stable: three, two, four, one.

---

one | 9
Properties=species:S:1:pos:R:3 method="wB97M-V/def2-TZVPD" total_charge=0
O 1.724 -0.618 0.234
C 0.494 -0.221 -0.052
C -0.776 -1.011 -0.118
N -1.862 -0.323 0.004
O -1.435 1.025 0.250
C -0.153 0.967 0.034
F 0.416 2.170 -0.052
H 2.482 0.120 -0.326
H -0.890 -2.110 0.026

---

two | 9
Properties=species:S:1:pos:R:3 method="wB97M-V/def2-TZVPD" total_charge=0
C -0.698 -0.085 -0.133
C -0.195 1.183 -0.094
C 1.332 -0.287 -0.071
H -1.857 -1.510 0.510
H -0.621 2.116 0.030
N 0.292 -1.082 -0.210
O -1.981 -0.571 -0.018
O 1.237 0.979 -0.018
F 2.492 -0.744 0.005

---

three | 9
Properties=species:S:1:pos:R:3 method="wB97M-V/def2-TZVPD" total_charge=0
O -0.398 1.302 1.558
C -0.089 0.573 0.434
O 0.506 1.227 -0.621
C 0.712 0.231 -1.549
N 0.278 -0.930 -1.206
C -0.208 -0.716 0.058
F -0.674 -1.719 0.832
H -0.345 0.706 2.312
H 1.100 0.514 -2.509

---

Question: which arrangement is favored energetically? Ranking from most to least stable: three, two, one.

---

one | 26
Properties=species:S:1:pos:R:3 method="wB97M-V/def2-TZVPD" total_charge=0
C 2.090 1.296 -1.556
C 0.708 0.915 -0.986
C 0.570 -0.557 -0.666
C 0.850 -1.137 0.573
C 0.613 -2.487 0.800
C 0.050 -3.265 -0.199
C -0.190 -2.709 -1.431
C 0.094 -1.367 -1.692
H 2.766 0.452 -1.437
H 2.523 2.166 -1.062
H 2.072 1.586 -2.607
H 0.592 1.509 -0.074
H -0.111 1.204 -1.641
H 1.416 -0.554 1.292
H 0.951 -2.922 1.732
H -0.225 -4.285 0.044
H -0.595 -3.286 -2.256
H -0.109 -1.006 -2.689
C -1.303 1.622 2.341
C -2.147 2.026 1.100
H -1.973 1.621 3.203
H -0.913 0.616 2.218
H -0.519 2.349 2.539
H -1.936 1.280 0.334
H -2.064 3.065 0.801
H -3.209 1.867 1.318

---

two | 26
Properties=species:S:1:pos:R:3 method="wB97M-V/def2-TZVPD" total_charge=0
C -2.125 0.859 0.955
C -1.518 -0.582 0.850
C -1.145 -0.977 -0.487
C -1.907 -1.842 -1.203
C -1.825 -1.840 -2.619
C -0.681 -1.341 -3.095
C 0.337 -0.623 -2.377
C 0.057 -0.521 -0.982
H -3.374 0.874 0.991
H -1.746 1.509 0.306
H -1.917 1.443 1.871
H -0.645 -0.590 1.563
H -2.307 -1.127 1.223
H -2.618 -2.420 -0.783
H -2.545 -2.437 -3.162
H -0.524 -1.266 -4.099
H 1.276 -0.206 -2.741
H 0.800 -0.129 -0.314
C 3.138 1.743 1.147
C 2.384 1.078 2.334
H 2.676 1.545 0.189
H 3.149 2.849 1.237
H 4.159 1.331 1.149
H 2.827 0.125 2.413
H 2.752 1.646 3.196
H 1.325 0.899 2.437

---

three | 26
Properties=species:S:1:pos:R:3 method="wB97M-V/def2-TZVPD" total_charge=0
C 0.335 -2.451 -0.254
C -0.473 -1.475 0.566
C -0.754 -1.733 1.891
C -1.767 -1.006 2.536
C -2.398 0.022 1.844
C -1.889 0.478 0.641
C -1.019 -0.348 -0.057
H -0.194 -2.858 -1.116
H 0.841 -3.136 0.420
H 1.116 -1.910 -0.817
H -0.171 -2.409 2.505
H -2.139 -1.379 3.481
H -3.215 0.572 2.294
H -2.207 1.370 0.114
H -0.892 -0.337 -1.135
C 2.331 1.601 -0.693
C 2.060 2.483 -1.867
C 1.915 1.680 -3.158
H 3.183 0.930 -0.901
H 1.572 0.934 -0.281
H 2.698 2.127 0.196
H 1.144 3.061 -1.691
H 2.834 3.235 -2.028
H 2.902 1.480 -3.605
H 1.648 0.636 -2.953
H 1.271 2.048 -3.951

---

four | 26
Properties=species:S:1:pos:R:3 method="wB97M-V/def2-TZVPD" total_charge=0
C -0.485 1.468 2.681
C -0.282 0.189 1.876
C 0.694 0.309 0.721
C 0.450 1.188 -0.327
C 1.361 1.296 -1.389
C 2.508 0.500 -1.393
C 2.735 -0.384 -0.355
C 1.852 -0.488 0.692
H -0.535 2.344 1.985
H 0.250 1.627 3.437
H -1.446 1.426 3.166
H 0.052 -0.666 2.572
H -1.228 -0.102 1.418
H -0.430 1.810 -0.322
H 1.140 1.974 -2.215
H 3.164 0.618 -2.160
H 3.639 -1.041 -0.412
H 2.025 -1.212 1.473
C -2.494 -0.971 -1.066
C -1.384 -1.715 -1.846
H -3.447 -1.059 -1.607
H -2.628 -1.482 -0.037
H -2.249 0.058 -0.902
H -0.517 -1.650 -1.233
H -1.151 -1.235 -2.791
H -1.595 -2.804 -1.967

---

Question: which arrangement is favored energetically? Ranking from most to least stable: four, one, three, two.

---

one | 26
Properties=species:S:1:pos:R:3 method="wB97M-V/def2-TZVPD" total_charge=0
C 0.800 1.312 -3.083
C -0.320 1.259 -2.065
C -0.034 1.265 -0.699
C -1.057 1.262 0.235
C -2.377 1.206 -0.191
C -2.667 1.104 -1.539
C -1.641 1.135 -2.479
H 0.941 2.360 -3.320
H 0.527 0.745 -3.969
H 1.754 0.982 -2.674
H 0.999 1.229 -0.354
H -0.846 1.333 1.291
H -3.187 1.172 0.524
H -3.665 0.901 -1.900
H -1.813 1.146 -3.552
C 2.211 -2.079 1.578
C 0.784 -1.552 1.661
C 0.292 -1.382 3.093
H 2.933 -1.290 1.787
H 2.484 -2.492 0.610
H 2.429 -2.846 2.327
H 0.803 -0.565 1.197
H 0.093 -2.183 1.099
H -0.788 -1.307 3.160
H 0.596 -2.220 3.726
H 0.749 -0.493 3.537

---

two | 26
Properties=species:S:1:pos:R:3 method="wB97M-V/def2-TZVPD" total_charge=0
C -2.287 -0.605 0.426
C -1.564 0.583 -0.158
C -1.684 0.908 -1.512
C -1.073 2.132 -1.884
C -0.190 2.795 -1.083
C 0.062 2.348 0.216
C -0.631 1.250 0.677
H -3.358 -0.575 0.225
H -2.165 -0.593 1.508
H -1.872 -1.571 0.128
H -2.231 0.349 -2.251
H -1.468 2.585 -2.789
H 0.373 3.668 -1.389
H 0.726 2.806 0.938
H -0.668 0.909 1.696
C 2.019 -1.214 1.348
C 2.521 -2.634 1.187
C 1.879 -3.541 0.166
H 0.936 -1.170 1.433
H 2.457 -0.551 0.596
H 2.447 -0.744 2.242
H 3.621 -2.624 1.159
H 2.530 -3.164 2.159
H 0.915 -3.173 -0.200
H 2.468 -3.729 -0.738
H 1.630 -4.554 0.497

---

Question: which arrangement is favored energetically? Ranking from most to least stable: one, two.